--- A ---
Here is a cluster of 5 separate species, C45H95N5O5 in total from the Open Molecules 2025 dataset. Energies are from ωB97M-V/def2-TZVPD.

Last column: Mulliken charge in e.
CARTESIAN COORDINATES (ANGSTROEM)
C -20.740 18.067 -10.341  -1.757
C -19.987 19.217 -11.101  1.393
C -20.877 20.294 -11.699  -1.699
C -19.192 19.828 -9.853  -1.249
C -18.151 20.897 -10.218  -0.789
C -17.076 20.278 -11.176  -1.409
C -17.688 19.685 -12.404  1.914
C -17.974 20.865 -13.288  -1.855
C -16.588 18.724 -12.922  -1.955
N -18.893 18.862 -12.060  0.340
O -19.373 18.245 -13.190  -0.512
H -21.354 18.314 -9.475  0.391
H -21.487 17.541 -10.936  0.428
H -20.054 17.311 -9.958  0.421
H -21.175 20.236 -12.745  0.291
H -21.849 20.240 -11.208  0.502
H -20.498 21.285 -11.446  0.298
H -19.999 20.290 -9.285  0.472
H -18.667 18.983 -9.407  0.388
H -18.413 21.867 -10.641  0.365
H -17.696 21.282 -9.306  0.382
H -16.473 19.532 -10.660  0.440
H -16.379 21.070 -11.449  0.457
H -18.699 20.720 -14.089  0.385
H -17.056 21.247 -13.733  0.445
H -18.430 21.766 -12.877  0.334
H -16.628 17.825 -12.308  0.480
H -15.573 19.056 -12.702  0.407
H -16.646 18.573 -14.000  0.370
H -19.308 17.292 -13.095  0.322
C -38.832 11.330 -7.362  -1.868
C -39.889 10.241 -7.504  1.320
C -39.686 9.479 -8.868  -1.602
C -39.614 9.287 -6.273  -1.350
C -40.584 8.174 -5.941  -0.527
C -41.817 8.931 -5.589  -1.173
C -42.313 9.996 -6.610  1.220
C -43.160 9.320 -7.830  -1.525
C -43.191 11.040 -5.778  -1.844
N -41.222 10.711 -7.307  0.262
O -41.574 11.825 -8.130  -0.433
H -38.826 11.847 -6.402  0.395
H -37.822 11.140 -7.726  0.370
H -39.140 12.038 -8.131  0.470
H -39.947 10.150 -9.686  0.376
H -38.632 9.222 -8.978  0.469
H -40.273 8.560 -8.845  0.336
H -38.700 8.897 -6.721  0.486
H -39.419 9.868 -5.371  0.406
H -40.778 7.562 -6.822  0.341
H -40.085 7.624 -5.143  0.332
H -41.812 9.503 -4.662  0.434
H -42.614 8.190 -5.523  0.406
H -42.501 8.749 -8.484  0.329
H -43.708 9.996 -8.486  0.388
H -43.887 8.583 -7.489  0.411
H -43.955 10.541 -5.182  0.370
H -43.717 11.700 -6.468  0.384
H -42.550 11.643 -5.134  0.452
H -41.767 11.333 -8.931  0.364
C -33.274 2.225 -0.940  -1.507
C -32.849 3.642 -1.317  1.304
C -32.550 3.694 -2.835  -1.596
C -34.213 4.568 -1.024  -1.229
C -34.515 5.077 0.339  -0.690
C -33.207 5.708 0.906  -1.210
C -31.902 4.737 0.786  1.120
C -30.757 5.616 1.172  -1.846
C -31.806 3.720 2.015  -1.584
N -31.727 4.136 -0.561  0.272
O -30.491 3.661 -0.818  -0.452
H -33.139 2.093 0.134  0.308
H -34.335 2.070 -1.133  0.336
H -32.651 1.482 -1.437  0.368
H -31.813 4.416 -3.185  0.407
H -31.880 2.933 -3.237  0.387
H -33.429 3.680 -3.479  0.349
H -34.004 5.492 -1.564  0.406
H -35.164 4.223 -1.430  0.510
H -35.300 5.832 0.301  0.401
H -34.883 4.230 0.918  0.318
H -33.186 6.020 1.950  0.437
H -32.919 6.581 0.321  0.412
H -30.649 6.377 0.399  0.508
H -29.809 5.093 1.048  0.389
H -30.835 6.216 2.079  0.385
H -32.584 2.959 1.961  0.365
H -31.896 4.263 2.955  0.411
H -30.865 3.173 1.946  0.391
H -30.363 2.817 -0.378  0.327
C -30.303 10.372 -4.662  -2.018
C -29.113 10.746 -5.497  1.782
C -29.460 10.375 -7.016  -1.593
C -28.878 12.238 -5.377  -1.569
C -27.643 12.847 -5.999  -0.716
C -26.394 12.208 -5.436  -1.027
C -26.439 10.662 -5.302  1.579
C -25.933 10.143 -6.617  -1.913
C -25.409 10.207 -4.230  -1.932
N -27.850 10.078 -5.001  0.289
O -27.892 8.671 -5.003  -0.469
H -30.644 9.408 -5.039  0.421
H -30.154 10.477 -3.587  0.414
H -31.229 10.921 -4.831  0.385
H -30.299 10.850 -7.525  0.393
H -28.701 10.550 -7.778  0.315
H -29.643 9.302 -7.073  0.406
H -29.746 12.867 -5.574  0.520
H -28.776 12.626 -4.363  0.435
H -27.816 12.681 -7.063  0.333
H -27.581 13.928 -5.877  0.423
H -26.124 12.538 -4.433  0.403
H -25.657 12.563 -6.156  0.273
H -25.985 9.063 -6.753  0.367
H -24.870 10.364 -6.714  0.466
H -26.481 10.619 -7.430  0.395
H -24.502 10.810 -4.186  0.376
H -25.120 9.162 -4.344  0.366
H -25.918 10.448 -3.297  0.524
H -28.071 8.617 -4.062  0.370
C -14.215 18.314 -0.080  -1.437
C -14.993 17.257 0.767  1.389
C -14.034 16.417 1.483  -1.880
C -15.862 17.993 1.877  -1.149
C -17.033 18.720 1.222  -0.739
C -17.971 17.782 0.391  -1.230
C -17.148 16.820 -0.577  1.602
C -18.137 15.690 -0.805  -1.908
C -17.046 17.670 -1.805  -1.854
N -15.820 16.371 -0.028  0.164
O -15.189 15.542 -0.958  -0.446
H -14.675 19.279 -0.293  0.300
H -13.413 18.827 0.451  0.454
H -13.841 17.819 -0.977  0.273
H -13.492 17.057 2.179  0.402
H -14.652 15.755 2.091  0.444
H -13.454 15.856 0.751  0.403
H -16.256 17.284 2.605  0.386
H -15.283 18.694 2.477  0.473
H -17.599 19.362 1.898  0.424
H -16.768 19.469 0.476  0.275
H -18.734 18.255 -0.226  0.478
H -18.479 17.213 1.170  0.412
H -17.833 14.978 -1.572  0.387
H -19.102 16.022 -1.188  0.372
H -18.182 15.100 0.111  0.466
H -16.860 18.739 -1.699  0.270
H -17.944 17.566 -2.414  0.496
H -16.419 17.209 -2.569  0.417
H -14.719 16.127 -1.557  0.354

## Properties
* LUMO energy: 0.6 eV
* HOMO: -7.897 eV
* 2S+1: 1
* SMILES: CC1(C)CCCC(C)(C)N1O.CC1(C)CCCC(C)(C)N1O.CC1(C)CCCC(C)(C)N1O.CC1(C)CCCC(C)(C)N1O.CC1(C)CCCC(C)(C)N1O

***

--- B ---
Here is a cluster of 5 separate species, C45H95N5O5 in total from the Open Molecules 2025 dataset. Energies are from ωB97M-V/def2-TZVPD.

Last column: Mulliken charge in e.
CARTESIAN COORDINATES (ANGSTROEM)
C 4.492 0.576 -6.668  -1.831
C 3.119 1.315 -6.807  1.503
C 3.403 2.806 -6.560  -1.665
C 2.737 1.207 -8.327  -1.320
C 1.263 1.461 -8.597  -0.748
C 0.486 0.455 -7.731  -1.366
C 0.753 0.614 -6.187  1.306
C 0.092 1.932 -5.685  -1.613
C 0.114 -0.669 -5.622  -1.359
N 2.169 0.706 -5.867  0.211
O 2.550 0.821 -4.559  -0.019
H 4.851 0.545 -5.642  0.310
H 4.318 -0.419 -7.082  0.446
H 5.233 0.996 -7.351  0.399
H 3.816 2.876 -5.547  0.395
H 4.189 3.279 -7.149  0.414
H 2.553 3.489 -6.524  0.286
H 3.470 1.781 -8.892  0.494
H 2.955 0.173 -8.613  0.423
H 0.942 2.478 -8.366  0.339
H 1.003 1.246 -9.634  0.397
H 0.779 -0.534 -8.083  0.383
H -0.585 0.618 -7.848  0.550
H -0.981 1.833 -5.853  0.436
H 0.457 2.850 -6.145  0.292
H 0.304 2.117 -4.630  0.267
H 0.293 -0.607 -4.546  0.005
H 0.526 -1.630 -5.928  0.432
H -0.923 -0.627 -5.954  0.445
H 2.218 1.640 -4.162  0.234
C 5.171 -3.466 0.953  -2.045
C 4.065 -2.424 0.729  1.865
C 3.740 -1.687 2.071  -1.697
C 4.548 -1.359 -0.337  -0.815
C 4.694 -1.767 -1.792  -1.151
C 3.357 -2.356 -2.287  -1.202
C 2.675 -3.302 -1.294  1.621
C 1.171 -3.301 -1.793  -1.751
C 3.356 -4.711 -1.487  -1.912
N 2.815 -2.898 0.130  1.091
O 2.122 -3.790 0.962  -0.555
H 5.800 -2.963 1.693  0.535
H 4.752 -4.354 1.425  0.353
H 5.894 -3.659 0.162  0.380
H 4.467 -1.006 2.512  0.410
H 2.810 -1.144 1.885  0.105
H 3.422 -2.321 2.902  0.417
H 3.944 -0.450 -0.291  -0.356
H 5.557 -1.022 -0.078  0.670
H 5.031 -0.925 -2.401  0.457
H 5.569 -2.394 -1.993  0.463
H 3.593 -2.856 -3.224  0.556
H 2.769 -1.437 -2.326  0.153
H 0.530 -2.750 -1.103  0.274
H 0.867 -4.316 -2.048  0.435
H 0.987 -2.734 -2.708  0.127
H 2.839 -5.495 -0.926  0.438
H 4.369 -4.708 -1.091  0.307
H 3.241 -5.104 -2.499  0.453
H 1.383 -3.251 1.257  0.319
C -0.608 4.160 0.158  -1.991
C 0.732 4.600 0.743  1.219
C 1.279 5.777 -0.038  -1.721
C 0.403 5.174 2.149  -1.092
C 1.613 5.199 3.054  -0.985
C 2.188 3.806 3.248  -1.080
C 2.578 3.135 1.899  2.115
C 4.050 3.561 1.571  -1.798
C 2.536 1.684 2.116  -1.864
N 1.631 3.426 0.803  0.857
O 1.999 2.869 -0.401  -0.408
H -0.598 3.724 -0.841  0.288
H -1.240 3.569 0.824  0.341
H -1.262 5.029 0.035  0.561
H 1.496 5.445 -1.057  0.345
H 0.639 6.653 -0.125  0.458
H 2.253 6.070 0.358  0.402
H 0.115 6.203 1.940  0.458
H -0.423 4.615 2.593  0.417
H 2.418 5.629 2.449  0.278
H 1.518 5.692 4.020  0.411
H 1.346 3.207 3.609  0.381
H 3.007 3.855 3.962  0.593
H 4.078 4.363 0.832  0.340
H 4.741 2.819 1.159  0.316
H 4.624 3.802 2.468  0.379
H 2.956 1.086 1.307  -0.038
H 1.521 1.275 2.167  0.287
H 2.888 1.400 3.110  0.383
H 1.686 1.956 -0.375  0.222
C -3.221 -1.535 7.944  -1.637
C -4.694 -1.366 7.547  1.561
C -5.562 -2.376 8.336  -2.076
C -5.224 0.066 7.936  -1.247
C -4.778 1.158 6.926  -0.746
C -4.966 0.708 5.514  -1.344
C -4.423 -0.709 5.123  1.897
C -5.088 -0.960 3.749  -2.243
C -2.894 -0.623 4.958  -1.643
N -4.930 -1.645 6.098  0.343
O -4.737 -2.952 5.713  -0.481
H -2.728 -2.404 7.501  0.346
H -2.554 -0.748 7.593  0.315
H -3.119 -1.640 9.025  0.412
H -5.580 -2.153 9.403  0.418
H -6.601 -2.436 8.010  0.440
H -5.130 -3.373 8.229  0.453
H -6.314 0.005 8.011  0.425
H -5.014 0.271 8.988  0.446
H -5.216 2.149 7.051  0.444
H -3.720 1.338 7.142  0.310
H -4.734 1.521 4.821  0.455
H -6.046 0.705 5.325  0.517
H -5.206 -0.092 3.098  0.402
H -6.154 -1.156 3.920  0.621
H -4.939 -1.843 3.125  0.364
H -2.385 0.012 5.677  0.158
H -2.634 -0.278 3.954  0.258
H -2.541 -1.657 4.917  0.489
H -5.590 -3.391 5.632  0.338
C -0.431 0.209 0.022  -1.579
C -1.843 -0.251 -0.508  1.950
C -3.005 0.630 0.034  -1.431
C -1.764 -0.318 -2.093  -0.901
C -2.688 -1.352 -2.800  -0.909
C -2.638 -2.706 -2.101  -0.895
C -2.996 -2.630 -0.641  1.010
C -4.537 -2.429 -0.407  -1.519
C -2.785 -4.075 -0.045  -1.779
N -2.012 -1.685 -0.072  0.931
O -2.254 -1.689 1.345  -0.167
H 0.518 -0.240 -0.269  0.268
H -0.369 1.277 -0.203  -0.074
H -0.533 0.193 1.110  0.182
H -3.013 0.779 1.115  0.205
H -2.933 1.668 -0.302  0.315
H -4.003 0.295 -0.243  0.375
H -1.913 0.623 -2.622  0.560
H -0.780 -0.729 -2.337  -0.100
H -3.698 -0.999 -2.558  0.365
H -2.652 -1.360 -3.888  0.448
H -1.630 -3.110 -2.229  -0.098
H -3.289 -3.285 -2.759  0.541
H -5.137 -3.104 -1.017  0.374
H -4.965 -1.435 -0.537  0.353
H -4.656 -2.698 0.642  0.271
H -3.241 -4.828 -0.688  0.430
H -3.187 -4.136 0.965  0.315
H -1.733 -4.369 -0.036  0.299
H -1.405 -1.999 1.674  0.208

## Properties
* LUMO energy: 0.5 eV
* HOMO: -7.999 eV
* 2S+1: 1
* SMILES: CC1(C)CCCC(C)(C)N1O.CC1(C)CCCC(C)(C)N1O.CC1(C)CCCC(C)(C)N1O.CC1(C)CCCC(C)(C)N1O.CC1(C)CCCC(C)(C)N1O

***

It comes down to B, which is 3.298 eV more stable than the next structure.

***

--- A ---
Here is a cluster of 2 separate species, C4H2 in total from the Open Molecules 2025 dataset. Energies are from ωB97M-V/def2-TZVPD.

Last column: natural (NBO) charge in e.
CARTESIAN COORDINATES (ANGSTROEM)
C -2.862 -0.217 0.179  0.036
C 0.687 0.328 0.054  -0.250
C -1.830 0.282 -0.196  -0.104
C 1.776 -0.258 -0.188  -0.170
H 1.709 -1.206 -0.738  0.234
H 0.520 1.070 0.890  0.254

## Properties
* LUMO energy (alpha / beta): -3.0 / -3.2 eV
* HOMO (alpha / beta): -10.978 / -11.027 eV
* 2S+1: 1

***

--- B ---
Here is an isolated molecule of C4H2 from the Open Molecules 2025 dataset. Energies are from ωB97M-V/def2-TZVPD.

Last column: natural (NBO) charge in e.
CARTESIAN COORDINATES (ANGSTROEM)
C -1.804 -0.168 -0.003  -0.287
C -2.696 0.615 0.002  0.117
C 0.020 -0.692 0.001  0.260
C 1.140 -0.079 0.000  -0.602
H 1.296 0.991 -0.012  0.256
H 2.045 -0.668 0.012  0.255

## Properties
* LUMO energy (alpha / beta): -2.9 / -1.3 eV
* HOMO (alpha / beta): -10.135 / -10.855 eV
* 2S+1: 1

***

It comes down to B, which is 2.069 eV more stable than the next structure.

***

--- A ---
Here is an isolated molecule of C8H14 from the Open Molecules 2025 dataset. Energies are from ωB97M-V/def2-TZVPD.

Last column: natural (NBO) charge in e.
CARTESIAN COORDINATES (ANGSTROEM)
C 0.593 2.217 -1.069  -0.620
C 0.799 1.298 -2.275  -0.394
C 0.700 -0.208 -1.862  -0.481
C -0.384 -0.543 -0.912  -0.017
C -0.136 -1.649 -0.031  -0.449
C -1.064 -0.777 3.107  -0.666
C -0.133 -0.311 2.044  -0.076
C -0.653 -0.480 0.780  -0.302
H 0.726 1.798 -0.073  0.203
H -0.386 2.683 -1.118  0.215
H 1.367 2.982 -1.058  0.203
H 1.734 1.470 -2.806  0.200
H -0.054 1.414 -2.947  0.200
H 1.705 -0.455 -1.485  0.182
H 0.567 -0.833 -2.752  0.231
H -0.788 -2.512 -0.117  0.236
H 0.894 -1.948 0.221  0.193
H -0.905 -0.298 4.079  0.216
H -0.867 -1.836 3.272  0.232
H -2.118 -0.656 2.873  0.231
H 0.658 0.400 2.259  0.213
H -1.734 -0.379 0.707  0.250

## Properties
* LUMO energy: -0.6 eV
* HOMO: -6.960 eV
* 2S+1: 1

***

--- B ---
Here is an isolated molecule of C8H14 from the Open Molecules 2025 dataset. Energies are from ωB97M-V/def2-TZVPD.

Last column: natural (NBO) charge in e.
CARTESIAN COORDINATES (ANGSTROEM)
C 1.077 1.559 0.174  -0.415
C -0.361 1.890 -0.542  -0.373
C -0.813 0.390 -0.401  -0.225
C -1.375 -0.959 -1.020  -0.395
C -0.206 -1.836 -0.398  -0.417
C 0.487 -1.015 0.779  -0.200
C 1.647 0.035 0.373  -0.425
C -0.725 -0.052 1.070  -0.440
H 1.919 2.086 -0.278  0.212
H 1.037 1.957 1.197  0.200
H -0.151 2.118 -1.556  0.200
H -0.910 2.693 -0.091  0.203
H 0.193 0.124 -0.952  0.215
H -1.318 -0.958 -2.164  0.214
H -2.397 -1.278 -0.666  0.199
H 0.601 -2.115 -1.086  0.203
H -0.546 -2.817 -0.051  0.208
H 0.746 -1.749 1.495  0.205
H 2.300 -0.262 -0.476  0.201
H 2.405 0.087 1.192  0.216
H -1.596 -0.654 1.358  0.204
H -0.669 0.685 1.863  0.212

## Properties
* LUMO energy: 1.1 eV
* HOMO: -9.072 eV
* 2S+1: 1
* SMILES: C1C[C@@H]2CC[C@@H](C1)C2

***

It comes down to B, which is 2.596 eV more stable than the next structure.